Record 1
{
  "formula": "C18H29Cl4GeN2O4PdSSi",
  "method": "wB97M-V/def2-TZVPD",
  "s2": 8.7747,
  "lumo_ha": [-0.1986, -0.3751],
  "multiplicity": 6,
  "relative_energy_kcal_mol": 40.4,
  "charge": 2,
  "elements": ["Pd", "C", "Si", "C", "C", "O", "H", "H", "H", "H", "H", "H", "H", "H", "H", "C", "C", "C", "C", "C", "C", "C", "O", "C", "C", "C", "H", "H", "H", "H", "H", "H", "H", "H", "H", "H", "H", "H", "Cl", "Ge", "Cl", "Cl", "S", "C", "N", "C", "C", "N", "H", "H", "H", "H", "H", "H", "Cl", "C", "C", "O", "O", "H", "H"],
  "xyz": [[-0.12440, 0.27558, -1.23438], [4.19234, -0.14687, -1.13966], [3.13588, 1.47478, -1.55440], [4.28173, 2.13992, -2.94783], [3.14367, 2.62124, -0.09362], [1.76045, 0.89876, -2.10287], [5.14209, 0.21501, -0.74521], [4.32458, -0.74764, -2.03564], [3.59195, -0.65596, -0.38366], [5.28145, 2.25983, -2.53171], [3.84796, 3.10504, -3.21871], [4.29839, 1.46451, -3.80137], [3.99849, 3.29761, -0.16191], [3.22524, 2.06982, 0.84607], [2.23203, 3.21851, -0.06131], [-0.59708, -0.70227, 7.24701], [-0.44764, -0.68638, 5.75866], [0.16912, 0.37721, 5.10633], [0.33346, 0.40033, 3.73453], [1.00513, 1.58993, 3.11290], [-0.13692, -0.70963, 2.97933], [0.08046, -0.82073, 1.57576], [0.63741, 0.01567, 0.83653], [-0.80859, -1.78419, 3.62938], [-1.39971, -2.94760, 2.87175], [-0.94405, -1.74819, 4.99661], [-0.13039, 0.16142, 7.71397], [-0.15313, -1.60985, 7.65964], [-1.65401, -0.71696, 7.52108], [0.52803, 1.21647, 5.68980], [1.17265, 2.36273, 3.85973], [0.40453, 2.00428, 2.30409], [1.96837, 1.31297, 2.67986], [-0.26832, -1.76002, 1.12146], [-2.05839, -2.60874, 2.07018], [-1.98650, -3.57025, 3.54211], [-0.62612, -3.58401, 2.43466], [-1.45718, -2.55852, 5.50180], [-2.12007, 3.91862, -3.62672], [-0.36835, 2.90771, -2.91375], [-0.56138, 2.66522, -0.65126], [1.23434, 4.35597, -3.03594], [0.12215, -2.11093, -1.77292], [-0.89030, -2.06063, -3.18166], [-0.51233, -1.58390, -4.34542], [-1.60156, -1.64622, -5.33626], [-2.73534, -2.33349, -4.54111], [-2.12359, -2.51414, -3.21118], [0.38825, -1.16910, -4.52728], [-1.29236, -2.21615, -6.20871], [-1.87355, -0.64007, -5.64723], [-3.01799, -3.29784, -4.95666], [-3.62196, -1.70904, -4.46581], [-2.58597, -2.95661, -2.43183], [-4.25568, 2.41940, -0.99275], [-4.12604, 0.83401, -1.79746], [-2.67826, 0.41332, -1.70847], [-1.89199, 0.62855, -2.69334], [-2.24659, -0.12225, -0.65565], [-4.44176, 0.94794, -2.82903], [-4.76268, 0.14585, -1.25057]],
  "forces_ev_per_angstrom": [[-0.02, -0.72, 0.40], [0.29, -0.81, 0.10], [0.28, 1.21, -0.01], [-0.12, -0.39, 0.10], [-0.05, -0.31, -0.05], [-0.22, -0.45, -0.03], [-0.11, 0.21, -0.06], [-0.05, 0.12, -0.01], [-0.05, 0.14, -0.03], [-0.03, 0.04, -0.03], [-0.02, -0.01, 0.03], [0.01, 0.07, 0.01], [0.00, -0.03, -0.01], [-0.04, 0.06, -0.01], [0.01, 0.00, 0.00], [-0.05, -0.04, 0.01], [0.00, -0.02, -0.04], [-0.02, 0.05, 0.02], [0.00, -0.03, -0.03], [0.00, -0.04, -0.05], [0.18, 0.04, 0.07], [-0.09, -0.01, 0.10], [0.09, 0.01, -0.25], [0.01, -0.01, -0.09], [0.07, 0.00, -0.04], [-0.06, -0.01, 0.11], [0.01, 0.00, -0.01], [0.02, 0.02, 0.01], [0.01, 0.02, -0.01], [0.00, -0.02, 0.00], [0.00, -0.02, 0.02], [0.00, 0.03, 0.00], [-0.02, -0.01, 0.01], [-0.11, 0.10, -0.05], [-0.03, -0.03, 0.03], [0.00, 0.01, 0.02], [-0.01, 0.01, 0.01], [0.02, 0.00, -0.02], [0.24, -0.24, 0.11], [-0.23, 0.74, 0.14], [-0.08, 0.31, -0.31], [-0.04, -0.21, -0.02], [0.06, 0.30, 0.18], [-0.21, -0.04, -0.35], [0.16, -0.04, -0.08], [-0.11, 0.00, -0.04], [0.00, 0.06, -0.07], [-0.08, -0.06, 0.12], [-0.01, 0.05, 0.09], [0.03, -0.04, 0.03], [0.02, 0.03, 0.05], [0.04, -0.03, 0.02], [0.01, 0.02, 0.03], [0.04, 0.02, 0.01], [0.00, -0.06, -0.06], [0.09, 0.11, 0.15], [-0.05, -0.09, -0.20], [0.06, 0.01, 0.16], [0.17, 0.07, -0.09], [0.00, 0.00, -0.03], [0.00, -0.08, -0.04]]
}


Record 2
{
  "formula": "C18H29Cl4N7",
  "method": "wB97M-V/def2-TZVPD",
  "smiles": "ClCCCl.ClCCCl.CC#N.CC#N.CC#N.CC#N.CC#N.CC#N.CC#N",
  "lumo_ha": -0.0029,
  "multiplicity": 1,
  "relative_energy_kcal_mol": 26.5,
  "charge": 0,
  "elements": ["C", "C", "N", "H", "H", "H", "C", "C", "N", "H", "H", "H", "C", "C", "N", "H", "H", "H", "C", "C", "N", "H", "H", "H", "C", "C", "N", "H", "H", "H", "C", "C", "N", "H", "H", "H", "C", "C", "N", "H", "H", "H", "Cl", "C", "C", "Cl", "H", "H", "H", "H", "Cl", "C", "C", "Cl", "H", "H", "H", "H"],
  "xyz": [[-19.80573, -20.23840, 13.36834], [-18.57774, -21.02212, 13.56571], [-17.65573, -21.70151, 13.72400], [-20.11486, -20.08389, 12.33458], [-19.79525, -19.30629, 13.93328], [-20.53156, -20.94721, 13.76693], [-19.31996, -13.90569, 9.37509], [-19.12433, -14.39926, 10.73965], [-19.02986, -14.84386, 11.84365], [-19.01368, -14.67873, 8.67032], [-18.78711, -12.98988, 9.11921], [-20.40262, -13.79657, 9.31158], [-14.76516, -16.24266, 11.78118], [-14.13004, -17.13183, 10.85287], [-13.65228, -17.87597, 10.08221], [-15.58312, -16.77426, 12.26742], [-14.94333, -15.33678, 11.20175], [-14.11614, -16.08569, 12.64272], [-13.01901, -11.79075, 16.87543], [-13.96323, -10.74547, 16.48763], [-14.68136, -9.89813, 16.21341], [-12.82676, -11.95849, 17.93515], [-12.04921, -11.65460, 16.39684], [-13.40861, -12.72199, 16.46423], [-18.43031, -10.02382, 19.57975], [-19.71905, -10.60173, 19.95534], [-20.76241, -11.03139, 20.31965], [-18.60655, -9.56248, 18.60806], [-17.56676, -10.67498, 19.44421], [-18.19174, -9.24815, 20.30745], [-22.92934, -14.95287, 22.37351], [-24.17081, -14.18840, 22.08853], [-25.12531, -13.55997, 22.00756], [-23.25998, -15.96747, 22.59570], [-22.33477, -14.50625, 23.17045], [-22.32813, -14.87149, 21.46796], [-20.02566, -10.27709, 14.16437], [-19.72831, -10.20540, 12.73242], [-19.51160, -10.11518, 11.65560], [-21.10707, -10.29728, 14.29939], [-19.89540, -9.50516, 14.92282], [-19.65945, -11.26390, 14.44757], [-15.07430, -15.30488, 21.69737], [-16.45696, -15.16536, 22.69710], [-17.08860, -16.47563, 23.12247], [-17.67337, -17.35532, 21.68754], [-17.18429, -14.50889, 22.21946], [-16.11762, -14.71300, 23.62894], [-17.97791, -16.30549, 23.72933], [-16.28059, -17.00316, 23.62937], [-17.72234, -14.35903, 16.89086], [-18.58946, -15.94829, 16.77470], [-20.10380, -15.71179, 16.98758], [-21.08681, -17.19888, 16.72828], [-18.18007, -16.52151, 17.60651], [-18.34251, -16.45457, 15.84154], [-20.46281, -14.93747, 16.30962], [-20.32407, -15.34615, 17.99051]],
  "forces_ev_per_angstrom": [[-0.10, -0.93, 0.39], [0.94, -0.13, -0.48], [-0.84, 0.69, -0.07], [0.58, 0.08, -0.03], [-0.04, -0.15, -0.06], [-0.55, 0.47, 0.27], [-0.30, -0.52, 0.15], [0.81, -1.68, 4.53], [-0.35, 1.89, -4.64], [-0.02, -0.04, 0.04], [-0.16, 0.01, 0.42], [0.04, 0.36, -0.44], [0.38, -0.19, 0.68], [1.66, -2.87, -2.41], [-1.16, 1.96, 1.92], [-0.66, 0.48, -0.61], [-0.64, 0.16, 0.70], [0.39, 0.48, -0.28], [0.18, -0.77, -0.67], [0.67, -0.09, 0.81], [-0.35, 0.20, -0.18], [-0.45, 0.49, 0.02], [-0.08, 0.29, -0.05], [0.00, -0.15, 0.10], [-0.33, 0.62, -0.47], [-3.24, -2.07, 1.66], [3.74, 1.52, -1.43], [0.22, 0.28, 0.00], [-0.44, -0.42, 0.32], [0.10, 0.02, -0.11], [-0.80, 0.59, -0.82], [0.81, 0.03, 0.97], [-0.23, 0.00, -0.30], [0.53, -0.04, -0.02], [-0.40, -0.05, 0.14], [0.09, -0.51, 0.02], [-1.38, -1.13, 0.12], [-1.14, 0.89, 7.06], [1.29, 0.25, -6.52], [-0.36, -0.64, -0.58], [1.52, 0.35, -0.76], [0.08, 0.23, 0.65], [1.18, -0.33, -0.99], [-1.46, 0.61, 1.39], [0.42, 0.39, -0.69], [0.04, -0.34, 0.03], [0.07, -0.04, -0.01], [-0.11, 0.30, -0.02], [0.37, 0.02, 0.22], [-0.52, -0.60, 0.03], [-0.34, -0.39, -0.27], [-0.47, 0.01, 0.85], [0.42, 0.37, -0.26], [0.46, 0.30, 0.02], [-0.12, -0.12, -0.16], [-0.15, 0.37, -0.02], [0.00, -0.27, -0.19], [0.23, -0.24, 0.01]]
}


Record 3
{
  "formula": "C18H29MoN2O5P2S",
  "method": "wB97M-V/def2-TZVPD",
  "s2": 2.0296,
  "lumo_ha": [-0.1855, -0.1817],
  "multiplicity": 3,
  "charge": 1,
  "elements": ["C", "C", "N", "C", "C", "C", "C", "P", "Mo", "P", "C", "O", "O", "H", "H", "H", "C", "C", "H", "H", "H", "H", "C", "C", "H", "H", "H", "H", "H", "H", "H", "H", "H", "H", "H", "H", "H", "H", "H", "H", "H", "H", "O", "C", "N", "S", "O", "O", "C", "C", "C", "C", "C", "C", "H", "H", "H", "H"],
  "xyz": [[0.53903, 0.29646, -4.81067], [0.45263, 0.55605, -3.42002], [0.52969, -0.51825, -2.53818], [0.97919, -1.69664, -2.98622], [1.18479, -1.94325, -4.33377], [0.93771, -0.93863, -5.26949], [0.48244, 1.86729, -2.87369], [0.74270, 2.14477, -1.13604], [0.26791, -0.08972, -0.43486], [0.51823, -2.47559, -0.35845], [1.28076, -2.78024, -1.97511], [-3.23226, 2.38898, -3.44288], [-3.56825, 2.18745, -0.00459], [0.31368, 1.10812, -5.49033], [1.57566, -2.91192, -4.62573], [1.06405, -1.14094, -6.32571], [2.46785, 2.74527, -1.10725], [-0.23579, 3.46121, -0.35141], [0.88618, -3.76283, -2.26283], [2.36265, -2.88797, -1.80014], [-2.29449, 2.48385, -3.20110], [0.12137, 2.67447, -3.53820], [1.44312, -3.27926, 0.94856], [-1.08862, -3.26751, -0.41489], [-1.37095, -0.39964, -0.14792], [-3.66891, 1.20921, 0.30090], [-3.48197, 2.04550, -0.96181], [-3.28071, 1.50481, -3.88715], [1.62467, -1.18515, -0.09507], [-1.33985, -1.00210, -0.69755], [2.47791, 3.74149, -1.57704], [2.86008, 2.78792, -0.08315], [3.08367, 2.06034, -1.70620], [-0.18254, 4.36236, -0.98838], [-1.27038, 3.09670, -0.20904], [0.23875, 3.68416, 0.62274], [-0.81952, -4.33279, -0.35074], [-1.69210, -2.90847, 0.43448], [-1.54710, -3.01192, -1.38125], [1.49490, -4.33232, 0.64635], [2.44200, -2.83422, 1.07067], [0.89120, -3.14676, 1.88885], [-2.35248, -0.49646, 1.93015], [-1.25764, -0.12083, 2.41544], [-0.12026, 0.14477, 1.65505], [1.26061, 0.62171, 2.55810], [2.26145, -0.42380, 2.49817], [1.62153, 2.00363, 2.31103], [0.34089, 0.49100, 4.06049], [0.82732, 0.71527, 5.33810], [-0.03241, 0.49460, 6.42973], [-1.34388, 0.04370, 6.21687], [-1.81427, -0.18200, 4.92735], [-0.95167, 0.06432, 3.84318], [1.85237, 1.05659, 5.45013], [0.33608, 0.68200, 7.43257], [-1.99579, -0.12212, 7.08239], [-2.82125, -0.53270, 4.72557]],
  "forces_ev_per_angstrom": [[-0.15, -0.47, -0.72], [0.53, 1.07, 1.13], [0.21, 1.07, 0.81], [0.25, -1.28, -1.34], [0.36, -0.69, 1.23], [-0.58, 1.03, 0.24], [-1.86, -0.29, -0.82], [1.62, 1.61, -0.94], [1.66, -1.45, 0.28], [-0.38, 0.38, -0.20], [-0.01, -0.64, 0.39], [0.40, -1.24, -0.15], [0.17, -3.08, 0.25], [0.19, -0.01, -0.01], [-0.12, 0.11, -0.04], [-0.04, 0.12, 0.04], [0.15, 0.12, 0.22], [-0.06, 0.05, -0.19], [0.30, 0.15, -0.40], [-0.23, 0.08, -0.19], [-0.33, -0.05, -0.23], [0.60, -0.31, 0.38], [0.05, -0.27, -0.09], [0.37, -0.75, 0.17], [-1.96, -0.57, 0.38], [0.16, 2.56, -0.32], [-0.27, 0.47, -0.04], [0.05, 1.19, 0.51], [-0.58, 1.71, 0.00], [0.28, 0.23, 0.08], [0.11, -0.27, 0.18], [-0.11, 0.11, -0.22], [-0.22, 0.22, 0.17], [-0.24, -0.33, 0.29], [0.38, 0.45, 0.01], [-0.28, -0.21, -0.42], [-0.89, 0.01, -0.04], [0.11, -0.40, -0.33], [-0.02, -0.25, 0.31], [0.17, 0.04, 0.49], [-0.35, -0.22, -0.10], [0.15, -0.19, -0.20], [2.43, 0.80, 0.69], [-1.20, -0.61, -1.23], [0.81, 0.38, -0.73], [-1.43, -0.13, 0.91], [-0.46, 0.76, -0.42], [-0.13, -1.19, -0.39], [0.34, 0.04, 0.84], [-0.17, -0.02, 0.21], [0.21, 0.07, -0.76], [0.13, 0.07, 0.23], [0.41, 0.22, -0.56], [-0.65, -0.22, 0.84], [-0.16, -0.05, 0.26], [-0.11, -0.06, -0.09], [0.26, 0.04, -0.44], [0.11, 0.07, 0.09]]
}


Record 4
{
  "formula": "C18H29N2O3P2Tm",
  "method": "wB97M-V/def2-TZVPD",
  "s2": 2.0031,
  "lumo_ha": [-0.0002, -0.0001],
  "multiplicity": 3,
  "charge": 0,
  "elements": ["C", "C", "N", "C", "C", "C", "C", "P", "Tm", "P", "C", "C", "C", "C", "C", "C", "C", "O", "O", "H", "H", "H", "C", "C", "H", "H", "H", "H", "C", "C", "H", "H", "H", "H", "H", "H", "H", "H", "H", "H", "H", "H", "H", "H", "H", "H", "H", "H", "H", "H", "H", "H", "O", "C", "N"],
  "xyz": [[-3.08624, -2.45801, 1.49994], [-1.87149, -1.94359, 1.02580], [-1.57286, -0.64412, 1.22885], [-2.49619, 0.22426, 1.71444], [-3.71451, -0.25939, 2.19836], [-4.00169, -1.63274, 2.13291], [-1.02398, -2.80491, 0.11172], [0.65982, -2.26304, -0.36796], [0.69686, 0.19521, 0.70143], [-0.98704, 2.33267, 0.53730], [-2.18688, 1.73412, 1.76035], [2.02693, 0.30117, -1.14827], [3.30349, -0.03641, -0.65440], [4.42352, 0.75726, -1.03917], [4.27084, 1.72745, -2.03129], [3.00855, 1.95989, -2.61185], [1.90603, 1.21876, -2.18360], [-2.48407, -2.49296, -2.55212], [-2.65010, 0.61245, -1.90219], [-3.28008, -3.51058, 1.38385], [-4.41739, 0.46751, 2.62029], [-4.94729, -2.01129, 2.54859], [1.55763, -3.46021, 0.73438], [0.85508, -3.11490, -2.00596], [-3.15113, 2.26652, 1.61089], [-1.83163, 1.95867, 2.79154], [-1.53471, -2.81663, -0.84149], [-1.15003, -3.87935, 0.35397], [-0.27103, 3.74333, 1.47634], [-2.08293, 3.18811, -0.60918], [3.46738, -0.85621, 0.06399], [5.41140, 0.57690, -0.59505], [5.11812, 2.36291, -2.32759], [2.89121, 2.69596, -3.42472], [0.97492, 1.37835, -2.71066], [-1.75318, 0.29219, -2.06577], [-2.98408, 0.49940, -2.83078], [-2.61746, -1.61346, -2.16663], [-3.21273, -2.84970, -2.03588], [0.04989, 0.21399, -1.46416], [1.32507, -4.50700, 0.40713], [2.63154, -3.22597, 0.64099], [1.20524, -3.28195, 1.77740], [1.13396, -4.18322, -1.88321], [-0.06768, -3.04375, -2.61497], [1.66545, -2.58434, -2.54112], [-2.66175, 3.96554, -0.08525], [-1.48759, 3.66579, -1.39842], [-2.76710, 2.47695, -1.08094], [-1.05008, 4.49934, 1.67023], [0.15826, 3.38118, 2.42281], [0.53509, 4.18173, 0.86968], [3.89792, 1.81068, 3.29384], [2.93188, 1.26420, 2.85603], [1.94173, 0.78540, 2.33530]],
  "forces_ev_per_angstrom": [[0.13, 0.12, 0.25], [-0.59, 0.25, -0.01], [0.12, 0.36, -0.46], [-0.15, -0.63, 0.22], [0.00, 0.17, -0.06], [0.07, 0.72, 0.04], [-0.71, -0.68, 0.22], [-0.31, -1.50, 0.46], [-0.64, -0.12, -2.85], [0.38, 0.69, 0.41], [-1.06, -0.92, 1.02], [0.93, -1.06, 0.86], [1.10, 1.74, -0.83], [-0.24, -0.92, -0.14], [-0.24, 0.59, 0.11], [0.51, -0.28, -0.17], [1.38, 0.87, -0.49], [-0.88, 0.50, 0.49], [-1.23, -0.94, -2.09], [-0.09, -0.19, -0.06], [0.17, -0.45, -0.16], [0.56, 0.11, -0.30], [-0.03, -0.11, -0.20], [0.21, 0.40, -0.26], [0.51, -0.26, 0.27], [-0.13, 0.01, -0.62], [-0.25, 0.48, -0.28], [0.47, 0.40, 0.45], [-0.10, 0.17, -0.06], [-0.29, 0.47, -0.56], [-0.18, 0.45, -0.05], [-0.38, 0.09, -0.21], [-0.34, -0.43, 0.15], [0.17, -0.37, 0.46], [-0.26, 0.03, 0.34], [1.52, 0.13, 0.92], [-0.19, 0.45, 1.15], [0.82, 0.82, -0.48], [-0.32, -1.17, -0.32], [-1.76, -0.66, 0.87], [0.37, 0.80, 0.49], [-0.31, -0.44, 0.28], [0.42, -0.23, -0.65], [-0.19, 0.68, 0.07], [0.50, 0.10, 0.45], [-0.36, -0.32, 0.17], [0.27, -0.20, -0.03], [-0.14, -0.12, 0.13], [0.30, 0.18, 0.14], [0.37, -0.16, 0.03], [-0.09, 0.13, -0.34], [-0.24, -0.03, 0.25], [-1.17, -0.93, -0.25], [-0.22, 0.50, -0.68], [1.82, 0.70, 1.92]]
}


Question: What is the charge in the second record?
Answer: 0